8 unconnected molecules or ions with the total composition C17H45F3O9, computed with the ωB97M-V functional and the def2-TZVPD basis.

Geometry as XYZ:
```
74
Properties=species:S:1:pos:R:3:forces:R:3
C -9.768619 25.713227 31.398246 -0.2 2.5 1.5
O -10.282297 24.625731 32.173816 -0.7 -1.7 -0.7
O -9.489594 26.703157 32.231490 0.9 -0.8 -1.4
C -8.591304 25.147752 30.548831 0.5 0.9 1.1
F -8.970236 24.225979 29.630724 0.1 -0.3 -0.2
F -7.938699 26.118523 29.844613 -0.3 -0.2 -0.1
F -7.640100 24.593307 31.331510 0.0 -0.4 -0.3
C -11.315910 23.847356 31.561695 0.7 0.5 -0.1
C -11.523421 22.639984 32.450659 -0.2 0.5 0.1
H -10.570623 22.118233 32.539230 0.0 -0.1 0.0
H -11.812471 23.001068 33.438797 0.0 -0.2 0.1
H -12.296274 21.973055 32.064376 0.0 0.0 0.0
H -11.051918 23.517910 30.549487 0.3 -0.1 0.0
H -12.189844 24.488814 31.413575 -0.3 -0.1 0.3
H -10.520306 26.041528 30.644921 -0.4 -0.4 -0.4
C -13.960189 27.672372 30.363005 -0.7 0.4 1.3
O -14.015544 28.293774 31.597452 -0.9 -0.1 -0.6
H -14.502992 26.704960 30.352018 0.0 -0.2 -0.1
H -14.495158 28.297815 29.611288 0.3 -0.2 -0.7
H -12.931129 27.448747 30.023588 0.1 0.1 -0.3
C -18.378081 28.634053 33.736408 -0.2 0.5 0.6
C -17.255855 28.628880 32.743767 1.0 -0.5 -0.6
O -16.361792 27.573702 33.050471 -0.4 -0.1 0.0
H -19.127959 29.397805 33.508466 0.0 0.0 -0.2
H -17.970361 28.903064 34.715224 -0.1 -0.2 0.1
H -18.878201 27.667559 33.812620 0.1 -0.1 -0.1
H -16.666641 29.550196 32.736159 -0.4 0.3 0.1
H -17.637565 28.495296 31.719435 -0.2 0.1 0.0
H -15.533139 27.742757 32.529071 0.6 0.1 -0.1
C -17.324904 31.869260 29.753454 -0.1 0.3 -1.2
C -16.286050 30.780320 29.644306 -0.3 -0.5 0.9
O -15.517430 30.772272 30.842053 -0.1 -0.5 -1.4
H -16.899836 32.874638 29.708186 0.2 0.0 0.3
H -17.940320 31.754705 30.642654 0.1 0.0 0.1
H -17.961095 31.801434 28.861389 -0.2 0.0 0.2
H -15.682594 30.799292 28.729368 0.2 0.7 0.1
H -16.824549 29.826888 29.536175 -0.1 -0.1 0.2
H -15.089518 29.883603 30.825661 0.7 0.1 1.2
C -9.809153 30.688056 29.361590 -0.6 -1.0 -0.9
C -10.975733 29.881718 29.982507 0.8 1.2 0.2
O -11.435072 30.612921 31.117297 0.0 -0.3 -0.1
H -9.031167 30.914033 30.085354 0.0 0.0 0.1
H -10.187419 31.591699 28.872681 0.0 0.2 0.3
H -9.403352 30.089044 28.536223 0.3 0.1 0.1
H -10.607498 28.903534 30.291961 -0.3 0.0 0.3
H -11.786825 29.786207 29.252870 0.0 -0.3 0.0
H -11.677680 31.475815 30.766965 -0.2 0.0 0.2
C -13.831046 29.617630 26.588523 -1.3 0.0 -0.9
C -13.835804 28.296118 25.811215 1.4 0.2 0.5
O -12.688080 28.257111 24.954425 -0.2 -0.1 0.1
H -13.888004 30.440843 25.870357 0.1 0.0 0.0
H -12.953884 29.784274 27.208978 0.0 -0.4 0.1
H -14.752028 29.679002 27.172984 0.3 0.0 0.3
H -14.704236 28.127761 25.176106 -0.1 0.3 0.1
H -13.760694 27.467800 26.526160 -0.3 -0.1 0.0
H -11.916756 28.341490 25.544196 0.1 -0.1 -0.5
C -10.517568 25.763886 27.072483 -0.1 0.4 0.8
C -10.487130 27.254686 27.411546 0.4 -1.6 0.5
O -10.196640 28.015233 26.249652 -0.5 1.0 0.1
H -11.374560 25.552092 26.433666 0.2 -0.2 -0.2
H -10.623995 25.227183 28.017831 -0.1 -0.1 -0.1
H -9.562967 25.438225 26.651600 -0.1 0.0 -0.2
H -9.774648 27.398381 28.228846 0.3 0.3 -0.2
H -11.453286 27.504112 27.856602 -0.1 0.5 -0.5
H -9.424240 27.683711 25.789886 0.1 -0.3 0.2
C -14.997528 24.373761 28.510629 0.3 -0.5 0.4
C -15.478476 23.921734 27.137220 0.1 0.2 1.0
O -16.766593 23.341995 27.350482 -0.3 0.0 -0.2
H -13.956342 24.701097 28.518361 -0.2 0.4 -0.2
H -15.012505 23.578059 29.260837 -0.1 -0.3 -0.3
H -15.659519 25.130528 28.927452 0.2 0.3 -0.2
H -14.814491 23.182576 26.682976 0.1 0.1 0.0
H -15.527879 24.829157 26.526947 -0.2 -0.3 -0.4
H -16.986266 22.726529 26.647468 0.1 0.1 -0.1
```
Forces are in eV/Å.

The calculation puts the maximum force at 0.0579 Eh/bohr. The value obtained for the HOMO energy is -1.20 eV. The LUMO energy is 0.1511 hartree. For the energy, the calculation gives -1651.36400 Eh. Its molecular weight is 450.5 g/mol. For the energy above the lowest of the compared OMol25 structures with the same formula, charge and spin, the calculation gives 12.1 kcal/mol. As for the net charge: -2. The orbital gap is 5.31 eV.

A molecular structure, C13H26N4OS6SbTi, computed with the ωB97M-V functional and the def2-TZVPD basis.

Geometry as XYZ:
```
52
Properties=species:S:1:pos:R:3:forces:R:3
Ti 0.486773 -0.354224 -0.742561 0.2 -0.1 0.3
S -1.405033 -1.843117 0.229525 -0.3 0.2 -0.1
C -2.383886 -1.386533 1.635316 0.1 0.0 0.1
C -3.709000 -1.004409 1.402726 0.0 0.0 0.0
C -4.595942 -0.724668 2.431975 0.0 0.0 0.0
C -4.149910 -0.829760 3.743928 0.0 0.0 0.0
C -2.842117 -1.209614 3.993989 0.0 0.0 0.0
C -1.920171 -1.499062 2.972193 -0.1 0.0 0.0
S -0.305825 -2.013786 3.417072 0.0 0.0 0.0
H -4.035477 -0.935350 0.370665 0.0 0.0 0.0
H -5.613473 -0.423334 2.209101 0.0 0.0 0.0
H -4.816915 -0.614152 4.572357 0.0 0.0 0.0
H -2.489128 -1.294293 5.015145 0.0 0.0 0.0
S -0.379127 -0.070509 -2.867953 0.0 0.0 -0.1
Sb 1.502848 1.582178 -3.155999 0.0 -0.1 0.0
S 0.598658 3.584183 -2.416664 0.0 0.1 0.0
S 2.641260 0.727742 -1.196356 0.0 0.1 0.0
C 2.822102 0.766558 2.567726 0.0 0.0 0.0
C 2.532172 -0.533260 1.843602 0.0 0.0 0.0
O 1.217796 -0.510827 1.297048 -0.2 -0.1 0.0
H 3.840952 0.766467 2.965047 0.0 0.0 0.0
H 2.122129 0.900083 3.395031 0.0 0.0 0.0
H 2.723096 1.597100 1.866380 0.0 0.0 0.0
H 2.598715 -1.388282 2.523424 0.0 0.0 0.0
H 3.231835 -0.684172 1.022352 0.0 0.0 0.0
H 0.609828 -1.027553 1.928254 0.1 0.0 0.0
N 0.310851 -4.381430 -0.170639 0.2 0.0 -0.3
C 0.587640 -3.556033 -1.213966 -0.2 0.0 0.2
N -0.338128 -3.454161 -2.183118 0.0 -0.1 -0.1
S 2.004358 -2.642380 -1.280298 0.1 0.1 0.0
H -0.669363 -4.393701 0.090056 0.0 0.0 0.0
H 0.894818 -4.172122 0.626319 0.0 0.0 0.1
H -1.297922 -3.627634 -1.914779 0.0 0.0 0.0
H -0.216225 -2.643417 -2.789202 0.0 0.0 0.1
C -3.915027 2.649627 0.626548 0.0 0.0 0.0
C -2.413297 2.648455 0.900271 0.1 0.0 0.0
C -2.171353 2.296261 2.374881 0.0 0.0 0.0
C -1.828697 4.019240 0.568653 0.0 0.0 0.0
N -1.851125 1.651566 -0.024373 0.0 0.0 0.1
N -0.431014 1.516392 0.028126 0.0 0.0 -0.2
H -4.420103 3.365084 1.280984 0.0 0.0 0.0
H -4.337383 1.660658 0.813456 0.0 0.0 0.0
H -4.100227 2.922492 -0.413435 0.0 0.0 0.0
H -2.581620 3.076825 3.021848 0.0 0.0 0.0
H -1.106287 2.218745 2.610404 0.0 0.0 0.0
H -2.643109 1.343433 2.634274 0.0 0.1 0.0
H -2.356405 4.793585 1.133123 0.0 0.0 0.0
H -1.911709 4.218559 -0.500091 0.0 0.0 0.0
H -0.768668 4.079799 0.820285 0.0 0.0 0.0
H -2.241122 0.736742 0.185152 0.1 0.0 -0.1
H -0.070643 1.592279 0.978847 0.0 0.0 0.0
H -0.016157 2.263867 -0.553242 -0.1 0.0 0.0
```
Forces are in eV/Å.

The calculation puts the maximum force at 0.0076 Eh/bohr. The value obtained for the HOMO energy (alpha / beta) is -1.38 / -1.49 eV. The LUMO energy (alpha / beta) is 0.1712 / 0.1712 hartree. For the energy, the calculation gives -4284.34327 Eh. Its molecular weight is 616.4 g/mol. For the energy above the lowest of the compared OMol25 structures with the same formula, charge and spin, the calculation gives 16.5 kcal/mol. As for the net charge: -2. As for the spin multiplicity: 2. The orbital gap (alpha / beta) is 6.04 / 6.14 eV.

C4H10O2 in the gas phase, computed with the ωB97M-V functional and the def2-TZVPD basis.

Geometry as XYZ:
```
16
Properties=species:S:1:pos:R:3:forces:R:3
C -2.129382 -0.486916 -0.378775 0.0 -0.1 -0.1
C -1.198324 0.210913 0.618844 0.0 0.1 0.0
C 0.178845 -0.353166 0.837182 -0.3 -0.2 0.1
O 0.848903 -0.518297 -0.613133 0.2 -0.1 0.1
C 1.804082 0.724484 0.135208 0.1 0.3 0.1
O 2.895381 0.643791 -0.718208 -0.1 0.0 -0.3
H -3.097184 0.026604 -0.433584 0.2 -0.1 0.0
H -1.691957 -0.488410 -1.382892 -0.1 0.0 0.1
H -2.316482 -1.528379 -0.091168 0.0 0.1 0.0
H -1.135354 1.278183 0.349327 0.0 -0.1 0.0
H -1.655600 0.195129 1.619371 0.1 0.0 -0.1
H 0.118516 -1.396992 1.179616 0.0 0.2 0.0
H 1.419548 -1.301884 -0.567350 -0.2 0.1 0.0
H 2.228690 0.689109 1.129383 -0.1 -0.1 -0.1
H 1.135901 1.561982 -0.051088 0.1 -0.2 0.1
H 2.594421 0.743853 -1.632727 0.1 0.0 0.1
```
Forces are in eV/Å.

The calculation puts the maximum force at 0.0081 Eh/bohr. The value obtained for the HOMO energy is -6.90 eV. The LUMO energy is 0.0248 hartree. For the energy, the calculation gives -308.68513 Eh. Its molecular weight is 90.1 g/mol. For the energy above the lowest of the compared OMol25 structures with the same formula, charge and spin, the calculation gives 133.7 kcal/mol. As for the net charge: 0. The orbital gap is 7.57 eV.

2 unconnected molecules or ions with the total composition C6H12Cl2Si, computed with the ωB97M-V functional and the def2-TZVPD basis.

Geometry as XYZ:
```
21
Properties=species:S:1:pos:R:3:forces:R:3
C 2.960168 -1.865120 1.206887 0.8 0.2 0.0
C 1.727371 -2.219956 1.126244 -0.8 1.0 0.3
C -2.355097 1.131610 0.785118 0.7 -0.3 -0.1
C 0.415102 1.891924 -0.491935 -0.3 -0.5 0.3
C -0.714406 -1.021651 -0.769757 0.1 0.6 0.4
C 0.281082 0.040087 1.956056 0.2 -0.5 -0.4
Si -0.602300 0.516745 0.344557 -0.2 0.0 -0.4
Cl -0.616672 -0.632014 3.259513 -0.2 -0.2 0.1
Cl 1.672857 0.887151 2.474056 0.2 0.3 0.1
H 3.811477 -2.509739 1.000192 -0.1 -0.2 0.0
H 3.230100 -0.854828 1.506291 0.0 0.1 0.0
H 1.077028 -3.029670 0.914494 -0.3 -0.5 -0.2
H -2.836888 0.448686 1.478669 -0.1 -0.1 0.1
H -2.329470 2.112330 1.252711 0.1 0.1 0.1
H -2.985066 1.201790 -0.096972 0.0 0.0 -0.2
H 1.398142 1.989532 -0.044363 0.2 0.0 0.1
H 0.556509 1.686817 -1.547055 0.0 -0.1 -0.2
H -0.077385 2.855508 -0.406628 -0.1 0.1 0.1
H 0.261853 -1.292817 -1.161282 0.2 0.0 0.0
H -1.106819 -1.876282 -0.229790 -0.1 -0.2 0.2
H -1.370926 -0.834900 -1.613233 -0.2 0.1 -0.2
```
Forces are in eV/Å.

The calculation puts the maximum force at 0.0245 Eh/bohr. The value obtained for the HOMO energy (alpha / beta) is -8.02 / -8.47 eV. The LUMO energy (alpha / beta) is 0.0120 / -0.0061 hartree. For the energy, the calculation gives -1445.56527 Eh. Its molecular weight is 183.2 g/mol. For the energy above the lowest of the compared OMol25 structures with the same formula, charge and spin, the calculation gives 106.6 kcal/mol. As for the net charge: 0. The orbital gap (alpha / beta) is 8.34 / 8.30 eV.

2 unconnected molecules or ions with the total composition C4H15N4, computed with the ωB97M-V functional and the def2-TZVPD basis.

Geometry as XYZ:
```
23
Properties=species:S:1:pos:R:3:forces:R:3
C 0.830395 -1.365054 2.335177 0.0 0.5 -0.3
N -0.752098 0.709563 3.228846 -0.2 0.4 -0.7
C -0.878687 0.202164 1.904128 0.1 -0.3 0.0
N -0.176774 -0.750349 1.455078 0.3 0.3 0.0
H 1.415459 -2.068845 1.751298 -0.2 -0.3 0.1
H 0.321595 -1.801093 3.185526 0.2 -0.4 0.1
H 1.523825 -0.612218 2.706253 -0.1 0.1 0.1
H -0.523827 1.699241 3.088319 0.1 -0.1 0.4
H -1.679609 0.744947 3.650468 0.0 -0.1 0.1
H -1.584481 0.655205 1.206465 -0.1 0.0 0.1
C -0.191135 1.000103 -2.074857 0.5 -0.6 0.5
N 0.633792 1.930009 -2.808340 -0.5 0.1 -0.1
C 0.536464 -0.346171 -2.019333 -0.8 -0.4 0.0
N -0.242782 -1.324322 -1.155314 0.1 0.9 -0.5
H -1.126236 0.843644 -2.614006 -0.1 0.1 0.0
H -0.432901 1.266364 -1.031408 -0.1 0.3 -0.1
H 0.113478 2.773565 -3.028716 0.2 -0.1 0.0
H 1.445373 2.189234 -2.275059 0.3 0.2 0.1
H 1.537636 -0.326422 -1.597298 0.1 0.3 -0.1
H 0.546640 -0.769206 -3.021560 0.4 0.0 0.0
H 0.102451 -2.244513 -1.363596 0.2 -0.6 0.3
H -0.212626 -1.084569 -0.053329 0.0 -0.2 -0.1
H -1.205961 -1.321285 -1.468738 -0.4 0.0 0.1
```
Forces are in eV/Å.

The calculation puts the maximum force at 0.0193 Eh/bohr. The value obtained for the HOMO energy is -13.16 eV. The LUMO energy is -0.1036 hartree. For the energy, the calculation gives -380.17510 Eh. Its molecular weight is 119.2 g/mol. For the energy above the lowest of the compared OMol25 structures with the same formula, charge and spin, the calculation gives 39.0 kcal/mol. As for the net charge: +1. The orbital gap is 10.34 eV.

C20H22N4O3S in the gas phase, computed with the ωB97M-V functional and the def2-TZVPD basis.

Geometry as XYZ:
```
50
Properties=species:S:1:pos:R:3:forces:R:3
C 4.496817 -3.944176 1.491620 0.1 0.2 -0.1
C 4.960209 -2.728415 0.694898 0.1 -0.3 0.1
N 3.849991 -2.033433 0.091525 -0.1 0.1 0.0
C 3.483190 -2.205011 -1.235265 0.0 0.0 -0.1
O 4.052714 -2.888987 -2.051521 0.2 -0.3 -0.3
N 2.351565 -1.440202 -1.436158 0.1 -0.1 0.1
C 1.635571 -1.375764 -2.688259 -0.1 0.1 -0.4
C 1.905445 -0.068016 -3.425054 0.0 -0.2 0.1
C 2.014006 -0.808468 -0.268877 -0.2 0.3 0.6
C 0.981740 0.050981 0.046520 0.3 -0.3 -0.4
C 0.904693 0.477647 1.363515 -0.5 0.3 0.4
S -0.474605 1.518003 1.797999 0.1 -0.3 0.0
O -0.526382 2.676245 0.957290 0.0 -0.1 -0.2
O -0.521602 1.709604 3.213638 0.1 -0.2 0.1
N -1.768084 0.500952 1.340300 0.7 0.1 0.2
C -2.724776 0.990889 0.462305 -0.5 0.3 -0.4
C -3.376139 2.175494 0.769918 -0.1 -0.1 -0.2
C -4.348732 2.687689 -0.076072 0.2 -0.1 0.0
C -5.040835 3.966425 0.273798 0.0 0.0 0.0
C -4.685292 1.986745 -1.232161 0.1 0.0 0.0
C -4.051661 0.807546 -1.575761 0.1 -0.1 0.1
C -4.396594 0.062939 -2.827908 0.0 0.0 0.0
C -3.047537 0.314302 -0.727828 -0.5 0.9 0.4
C -2.298044 -0.818365 -1.087507 0.4 -0.6 -0.2
N -1.621723 -1.703137 -1.375413 0.1 -0.2 0.0
C 1.814745 0.099859 2.333608 -0.2 0.1 0.2
C 2.870977 -0.743433 2.015291 0.1 -0.1 -0.3
C 2.958093 -1.198367 0.711057 -0.4 0.3 0.1
H 3.985226 -4.644382 0.836159 0.0 -0.1 0.0
H 5.354257 -4.443615 1.933622 0.1 -0.1 0.1
H 3.814826 -3.647485 2.285157 -0.1 0.0 0.1
H 5.504853 -2.029985 1.336551 0.0 0.0 -0.1
H 5.608821 -3.044986 -0.125924 0.0 0.1 0.1
H 1.984296 -2.221697 -3.285758 -0.1 0.1 0.1
H 0.567367 -1.493872 -2.482042 0.2 -0.1 0.0
H 2.966156 0.026338 -3.645273 0.1 0.0 0.0
H 1.597478 0.784990 -2.824867 0.0 0.1 0.0
H 1.353418 -0.054411 -4.360559 -0.1 0.1 -0.1
H 0.258567 0.382792 -0.679284 -0.1 0.0 -0.2
H -1.459667 -0.442200 1.152295 0.1 -0.1 0.1
H -3.099190 2.689717 1.675972 -0.1 0.1 0.1
H -5.583573 4.365632 -0.579212 0.0 0.1 0.0
H -5.750019 3.795321 1.083632 -0.1 0.0 0.0
H -4.318600 4.704336 0.615275 0.0 0.1 0.0
H -5.453933 2.377778 -1.882986 -0.1 0.0 -0.1
H -3.524070 -0.018938 -3.475853 0.0 0.0 -0.1
H -4.722953 -0.949678 -2.591996 0.0 -0.1 0.0
H -5.189818 0.568643 -3.372023 0.0 0.0 0.0
H 1.676614 0.474596 3.334311 0.0 0.0 0.2
H 3.590080 -1.034757 2.763325 0.1 -0.1 0.1
```
Forces are in eV/Å.

The structure (SMILES) is CCn1c(=O)n(CC)c2cc(S(=O)(=O)Nc3cc(C)cc(C)c3C#N)ccc21. The calculation puts the maximum force at 0.0222 Eh/bohr. The value obtained for the HOMO energy is -8.41 eV. The LUMO energy is 0.0102 hartree. For the energy, the calculation gives -1618.31254 Eh. Its molecular weight is 398.5 g/mol. For the energy above the lowest of the compared OMol25 structures with the same formula, charge and spin, the calculation gives 45.8 kcal/mol. As for the net charge: 0. The orbital gap is 8.69 eV.